Entry 1:
The molecule C7H9NOS. Source: the OMol25 dataset; level of theory: ωB97M-V/def2-TZVPD.

Structure (ORCA input):
```
! RIJCOSX wB97M-V def2-TZVPD def2/J DEFGRID3
* xyz 0 1
H -3.19 -0.67 -1.22
H 3.18 0.99 1.83
O 0.15 2.77 -0.91
H 2.90 -1.72 -1.44
H 4.65 -0.75 0.43
S 0.55 2.12 0.55
C 1.58 -0.11 -0.75
H -3.75 0.29 0.28
N 1.64 0.78 0.30
H -1.16 0.63 1.74
C 2.97 0.69 0.80
C 3.63 -0.36 0.14
H 0.71 0.00 -1.41
H -2.54 -1.05 0.52
H -1.54 1.21 -1.21
C -0.93 1.10 0.78
C 2.73 -0.80 -0.88
C -1.65 0.77 -0.29
C -2.80 -0.21 -0.20
*
```



Entry 2:
A cluster of 15 separate species, C4H40N2O15 in total. Source: the OMol25 dataset; level of theory: ωB97M-V/def2-TZVPD.

Structure (ORCA input):
```
! RIJCOSX wB97M-V def2-TZVPD def2/J DEFGRID3
* xyz 0 1
O 0.80 1.15 -3.75
H -4.34 -0.83 -2.69
O 3.51 -2.06 0.38
H 0.67 1.87 -4.33
C 2.63 1.05 3.41
H 1.51 3.19 0.46
H 2.02 -1.12 -1.15
H 0.43 2.11 -1.85
N 1.36 0.96 2.71
O -4.40 2.06 0.03
H -3.86 2.73 -0.41
H -0.63 1.04 0.13
H -3.77 0.11 1.44
O -2.21 1.28 2.39
O -1.25 -1.03 3.85
H -0.66 -0.39 3.27
H 0.29 -1.44 -0.13
H -1.45 2.17 -1.81
O 3.78 1.37 2.66
C 0.80 2.20 2.22
N -0.40 2.07 0.09
C -0.48 2.48 -1.35
O 1.30 -0.47 -1.18
O 1.33 -3.47 -1.78
H -2.65 2.14 2.59
H 2.48 1.97 4.12
H -3.29 0.00 -2.03
O -4.17 0.17 -2.59
O 3.58 0.14 -1.97
O 0.11 -1.96 -3.64
H -0.85 -3.81 -0.45
O -2.33 -1.87 -1.49
O -3.77 -0.75 1.34
H 3.24 -1.29 0.85
H -1.63 -1.71 -2.14
H 3.17 0.87 -1.53
H -1.09 -4.50 0.89
C 0.98 2.26 0.59
O -0.49 -1.40 0.42
H 1.21 3.19 2.76
H -2.65 0.70 3.11
H 0.63 -1.82 -4.45
H 1.43 0.32 2.02
H 2.12 -3.08 -1.49
H 3.97 2.20 2.23
H -0.40 -2.00 1.18
H -0.49 3.61 -1.26
H 0.81 -2.50 -3.05
H 4.45 0.25 -2.22
H -0.34 2.30 2.50
H 4.43 -1.90 0.14
H -1.88 -1.40 3.21
H -4.51 -1.13 0.82
H 0.97 -4.18 -1.12
H -4.37 1.35 -0.51
O -0.37 -4.04 0.39
H 2.96 -0.03 3.76
H 1.19 -0.46 -2.19
H -1.83 -1.51 -0.81
H 1.59 1.36 0.28
H 0.84 1.50 -2.87
*
```



Respective orbital gap values: 0.3396, 0.3215 Ha.
Respective max |F| values: 5.427, 8.361 eV/A.
Respective energy relative to the best compared isomer or geometry (same formula, charge and spin) values: 60.70, 174.30 kcal/mol.